Entry 1:
Formula: C5H34NO11S2
Source: OMol25
Level of theory: ωB97M-V/def2-TZVPD

Energy above the lowest of the compared OMol25 structures with the same formula, charge and spin ... 0.00 kcal per mole
E_LUMO ... 2.416 eV
HOMO-LUMO gap ... 7.02 eV
Largest force on an atom ... 7.0 eV Å⁻¹
Net charge ... -1
Highest occupied orbital energy ... -0.16923 hartree

XYZ file:
```
53
C5H34NO11S2 ωB97M-V/def2-TZVPD
C 1.24518 -0.75089 -2.59071
C 2.37309 -0.30284 -1.77946
S 3.84951 -0.25861 -2.95130
C -0.05169 -0.85657 -1.73160
N -0.36485 0.33395 -0.92548
C -1.24198 0.11365 0.21827
C -2.56346 -0.48100 -0.25675
S -3.04178 -2.20495 0.57271
H 1.04337 -0.09903 -3.49523
H 1.37567 -1.83182 -3.07679
H 2.13368 0.71565 -1.30647
H 2.59178 -0.95391 -1.03749
H 4.87000 -0.46029 -2.03272
H 0.11933 -1.63894 -0.92947
H -0.82913 -1.26908 -2.44344
H -0.60979 1.06057 -1.47221
H -1.46641 1.02010 0.79293
H -0.67585 -0.49986 0.90812
H -2.39748 -0.64714 -1.37696
H -3.34698 0.16781 -0.21560
H 1.30654 1.94924 0.97625
H 2.25343 0.87766 1.31283
O 2.21756 1.62890 0.69875
H -1.77240 -1.28634 -4.68506
H -2.43509 -1.68498 -3.33788
O -2.28111 -0.97698 -3.84688
H -0.11167 4.10908 -2.30341
H -0.76441 2.82125 -2.12172
O -0.32739 3.48185 -1.65992
H -1.00000 -3.62372 0.36192
H 0.00748 -4.40077 1.11622
O -0.16054 -4.25905 0.20851
H -0.28628 1.15134 3.58225
H -0.52235 -0.38334 3.53333
O 0.16941 0.33342 3.34043
H 2.56891 3.01596 2.42880
H 2.46927 1.72855 3.23324
O 2.48525 2.69025 3.26911
H -2.37748 2.37077 -1.68166
H -2.45342 1.14110 -2.66493
O -2.14606 2.07487 -2.70303
H 0.87212 -2.85056 0.07531
H 1.22503 -1.28210 0.23426
O 1.53032 -2.14228 0.37121
H 1.66634 -0.82084 2.93171
H 2.37791 -1.57375 1.90422
O 2.50101 -0.92278 2.53477
H -1.71928 2.94211 2.46461
H -0.60108 3.75130 3.26521
O -1.28462 3.13947 3.32186
H -2.55614 -1.06265 2.36823
H -1.85910 -2.02069 3.35486
O -2.00439 -1.07308 3.24627
```


Entry 2:
Formula: C5H34NO13
Source: OMol25
Level of theory: ωB97M-V/def2-TZVPD

Energy above the lowest of the compared OMol25 structures with the same formula, charge and spin ... 42.10 kcal per mole
E_LUMO ... 2.519 eV
HOMO-LUMO gap ... 8.83 eV
Largest force on an atom ... 2.8 eV Å⁻¹
Net charge ... -1
Highest occupied orbital energy ... -0.23200 hartree

XYZ file:
```
53
C5H34NO13 ωB97M-V/def2-TZVPD
C -3.03585 0.55187 -0.35216
O -2.84492 1.87710 -0.93882
C -1.61848 0.04117 -0.00484
C -1.59351 -0.72050 1.37182
C -1.25144 0.26400 2.51853
C 0.25636 0.38512 2.78102
O 0.87603 -0.89849 2.62444
N -1.17091 -0.84449 -1.05506
H -3.43761 -0.05073 -1.15573
H -3.65661 0.71791 0.52485
H -0.97208 0.89515 0.14449
H -2.64491 -1.00119 1.49015
H -1.16135 -1.71026 1.42240
H -1.66041 1.22255 2.18370
H -1.74090 -0.04735 3.43598
H 0.71693 1.27965 2.33028
H 0.52266 0.52166 3.84465
H 0.96325 -1.07736 1.65863
H -1.66677 -1.69601 -1.28707
H -0.91213 -0.36428 -1.90925
H -1.90760 -2.04091 -4.45239
H -0.46217 -1.60828 -4.16471
O -1.12016 -2.29469 -3.96014
H 0.64730 3.47657 -1.41863
H 0.80804 4.95765 -1.75663
O 0.67156 4.36641 -1.01091
H 1.83858 2.09493 -2.94296
H -0.02507 1.83694 -2.51995
O 1.34397 1.86747 -2.14734
H 2.17563 -3.40266 0.61352
H 3.54568 -3.44673 1.04150
O 2.77966 -4.04178 1.03107
H 2.38177 1.22734 -1.22317
H 3.24522 1.67748 -0.04351
O 3.15719 0.91495 -0.62344
H 1.09538 0.64435 -4.00891
H 1.31281 -0.20483 -2.96125
O 1.01370 -0.31009 -3.88440
H 0.71039 -0.97370 -0.41613
H 2.25622 -0.67881 -0.50788
O 1.58227 -1.22701 -0.05036
H -1.28923 1.92322 -3.64036
H -2.11824 1.79319 -1.60713
O -1.01199 1.54347 -2.80493
H 0.83410 -2.51769 3.42249
H 0.96519 -4.02151 3.05303
O 0.98554 -3.40766 3.79395
H 2.86027 -1.41396 2.52578
H 2.95163 -2.70961 3.26403
O 3.51037 -1.97409 2.97303
H -3.21446 3.55003 1.58741
H -2.47798 2.36740 1.23493
O -3.01293 2.68710 1.97634
```


Entry 3:
Formula: C5H34NO13S
Source: OMol25
Level of theory: ωB97M-V/def2-TZVPD

Energy above the lowest of the compared OMol25 structures with the same formula, charge and spin ... 10.77 kcal per mole
E_LUMO (alpha / beta) ... -0.202 / -3.542 eV
2S+1 ... 2
HOMO-LUMO gap (alpha / beta) ... 10.76 / 7.06 eV
Largest force on an atom ... 1.3 eV Å⁻¹
Net charge ... 0
Highest occupied orbital energy (alpha / beta) ... -0.40271 / -0.38947 hartree

XYZ file:
```
54
C5H34NO13S ωB97M-V/def2-TZVPD
C -0.43043 -0.57312 -0.58497
C -1.35319 0.60118 -0.97666
S -1.50177 0.79589 -2.78477
C 0.04887 -0.43819 0.84070
N 1.25174 0.11486 1.14630
C 1.98448 0.97581 0.23444
C 1.60351 0.29931 2.55585
O -0.63537 -0.92469 1.76353
H 0.42390 -0.68638 -1.27629
H -0.96169 -1.52928 -0.63349
H -2.36229 0.41039 -0.59422
H -0.99283 1.54726 -0.58241
H 2.97884 0.59527 0.05035
H 1.43404 1.11228 -0.70393
H 2.10220 1.97753 0.68187
H 1.24538 -0.50864 3.16129
H 1.18809 1.22429 2.97181
H 2.71338 0.38049 2.64870
H 0.53486 1.74288 -4.09704
H 1.71479 1.30754 -3.26300
O 1.28952 2.12551 -3.63247
H -0.59419 4.47608 -0.45090
H -1.48134 4.20456 0.76740
O -0.67265 4.65385 0.49868
H 2.12536 -3.08952 1.50672
H 2.66402 -1.83733 0.81195
O 2.67501 -2.80023 0.72200
H -1.42364 -3.06717 1.06137
H -0.59227 -4.02850 0.17489
O -1.12728 -3.97921 0.98079
H 0.33999 3.27405 -2.72254
H -1.09578 3.76044 -2.97298
O -0.35920 3.87558 -2.36570
H -3.72342 0.79102 1.84476
H -2.95442 -0.56050 1.98521
O -3.62014 -0.00359 2.39925
H -2.40483 2.35024 1.75657
H -2.93733 2.59977 0.31735
O -3.21133 2.39687 1.21382
H -2.39249 1.08079 3.31570
H -1.02215 0.67461 2.73078
O -1.48955 1.44943 3.08976
H 2.43013 -0.53902 -1.87066
H 1.58469 -0.91649 -3.12476
O 2.28741 -0.30696 -2.79209
H 1.36499 -3.77941 -1.92741
H 1.58828 -3.41309 -0.39311
O 0.95797 -3.79090 -1.06053
H -0.30181 -1.01924 -3.74654
H -0.38446 -2.11372 -2.70870
O 0.17451 -1.79104 -3.42543
H 0.16025 -3.71499 2.21621
H 0.33924 -2.26880 2.59591
O 0.82041 -3.11775 2.64666
```